{
  "formula": "C8H20BClO6P",
  "method": "ωB97M-V/def2-TZVPD",
  "species": ["Cl", "B", "O", "C", "C", "O", "H", "H", "H", "H", "H", "O", "P", "O", "C", "C", "O", "C", "C", "O", "C", "C", "H", "H", "H", "H", "H", "H", "H", "H", "H", "H", "H", "H", "H", "H", "H"],
  "positions_angstrom": [[0.248, 4.179, 3.543], [-0.641, 2.537, 3.218], [0.552, 1.631, 3.071], [0.511, 0.422, 3.914], [-0.927, 0.691, 4.654], [-1.495, 2.015, 4.344], [-1.389, 2.580, 2.288], [1.283, 0.324, 4.789], [0.639, -0.504, 3.206], [-1.588, -0.193, 4.255], [-0.916, 0.650, 5.832], [-0.009, -2.028, 0.015], [0.788, -1.263, -1.070], [0.017, 0.171, -0.776], [0.396, 0.904, 0.374], [1.748, 1.564, 0.182], [-0.184, -1.829, -2.300], [-0.612, -3.185, -2.273], [-2.062, -3.257, -1.819], [1.678, -0.409, -2.283], [1.142, 0.044, -3.522], [0.087, 1.130, -3.409], [0.400, 0.254, 1.254], [-0.365, 1.673, 0.533], [2.537, 0.812, 0.086], [1.987, 2.210, 1.031], [1.764, 2.165, -0.732], [0.038, -3.792, -1.634], [-0.525, -3.586, -3.287], [-2.236, -2.683, -0.908], [-2.364, -4.293, -1.642], [-2.717, -2.828, -2.584], [0.788, -0.798, -4.124], [1.991, 0.464, -4.074], [-0.851, 0.734, -3.009], [-0.132, 1.555, -4.393], [0.418, 1.938, -2.750]],
  "forces_ev_per_a": [[-0.324, 0.808, 0.154], [0.238, -1.501, 1.045], [0.224, -1.813, 1.197], [-1.118, 1.917, 0.311], [-1.001, -1.093, 0.563], [2.415, -2.054, -0.369], [0.133, 0.454, -0.809], [-0.735, 0.609, -1.874], [-0.692, 1.404, 1.501], [0.533, 1.702, 0.845], [0.340, -0.302, -2.241], [4.613, -0.863, 0.542], [-8.392, 3.667, -3.434], [0.693, -0.661, 0.024], [0.082, 0.715, 0.754], [0.130, 0.189, 0.046], [1.156, -0.713, -0.230], [-0.492, -0.079, 0.177], [-0.184, -0.017, -0.093], [2.376, -1.752, 2.251], [-0.132, -0.030, -0.883], [-0.417, -0.109, 0.407], [-0.100, 0.209, -0.243], [0.056, -0.273, -0.002], [0.114, -0.049, 0.003], [-0.143, -0.184, -0.029], [-0.026, -0.076, 0.060], [-0.189, 0.120, 0.010], [0.052, 0.135, -0.039], [0.239, -0.107, 0.031], [-0.009, 0.035, -0.046], [0.071, -0.091, 0.004], [-0.081, 0.088, 0.225], [0.200, -0.101, 0.340], [0.181, 0.088, -0.011], [0.209, -0.127, -0.065], [-0.019, -0.144, -0.122]],
  "nbo_charge": [-0.394, 0.635, -0.772, -0.087, -0.094, -0.736, -0.151, 0.150, 0.157, 0.141, 0.159, -0.844, 2.306, -0.794, -0.085, -0.635, -0.824, -0.057, -0.630, -0.800, -0.037, -0.638, 0.200, 0.218, 0.176, 0.256, 0.193, 0.180, 0.165, 0.233, 0.200, 0.200, 0.180, 0.174, 0.229, 0.202, 0.220],
  "homo_lumo_gap_ev": 5.01,
  "max_force_ev_per_a": 9.78,
  "charge": -1
}

=====

{
  "formula": "C8H20BaF3O8",
  "method": "ωB97M-V/def2-TZVPD",
  "species": ["Ba", "O", "H", "O", "H", "C", "O", "O", "C", "F", "F", "F", "C", "C", "H", "H", "H", "H", "H", "H", "O", "C", "C", "O", "H", "H", "H", "H", "C", "O", "H", "H", "H", "H", "C", "O", "H", "H", "H", "H"],
  "positions_angstrom": [[0.921, 0.172, 1.699], [1.210, 1.524, -0.573], [1.908, 1.782, -1.206], [-0.354, -1.926, 2.981], [0.070, -2.316, 3.770], [-2.402, -0.364, -0.615], [-2.014, -0.538, -1.966], [-1.275, -0.800, 0.110], [-3.038, 1.083, -0.257], [-2.169, 2.070, -0.364], [-4.055, 1.468, -0.952], [-3.512, 1.037, 0.965], [-3.000, -0.621, -2.949], [-2.373, -1.034, -4.307], [-3.189, -1.179, -5.015], [-1.845, -0.220, -4.804], [-1.748, -1.927, -4.294], [-3.590, 0.272, -3.155], [-3.715, -1.408, -2.706], [-3.282, -1.001, -0.520], [1.997, -5.176, -0.257], [3.097, -4.323, 0.132], [2.984, -2.836, -0.187], [1.948, -1.962, 0.201], [4.054, -4.702, -0.228], [3.229, -4.494, 1.201], [2.782, -2.740, -1.254], [3.962, -2.365, -0.092], [4.048, 2.707, 1.529], [2.643, 2.647, 1.369], [4.522, 3.453, 0.891], [4.420, 2.737, 2.553], [4.374, 1.697, 1.278], [2.361, 2.477, 0.468], [-1.399, 3.148, 2.875], [-1.098, 1.817, 2.709], [-2.301, 3.245, 2.272], [-1.651, 3.483, 3.881], [-0.605, 3.716, 2.389], [-1.915, 1.400, 2.426]],
  "forces_ev_per_a": [[-1.245, -2.334, -2.017], [1.301, 0.995, 0.297], [-0.680, -0.486, 0.069], [0.800, 0.768, 0.889], [-0.261, 0.133, -0.455], [3.211, -1.469, 1.800], [-0.196, 1.352, -1.467], [-3.481, 2.609, -0.569], [3.337, -2.436, -0.940], [1.153, 1.020, 0.453], [-2.869, 0.465, -2.573], [-0.268, 0.017, 2.830], [0.638, -0.917, -0.966], [-0.474, 0.606, -0.064], [-0.356, -0.454, -0.001], [0.521, 0.125, 0.471], [-0.035, 0.102, 0.304], [0.021, 0.493, 0.317], [-0.360, -0.247, 0.328], [-0.732, -0.550, 0.512], [2.318, 1.850, 0.533], [-2.071, -2.906, 0.451], [-2.854, 3.584, -1.672], [1.773, -1.321, 1.628], [0.267, 0.077, -0.950], [-0.505, 0.478, 0.654], [0.715, -1.050, -0.896], [0.775, -0.248, 0.709], [-0.447, -1.716, -0.732], [0.804, 1.437, 2.941], [0.137, 0.086, 0.106], [-0.687, 0.857, 0.336], [0.795, -0.047, -0.702], [-0.969, -0.864, -1.592], [-0.930, 0.939, -1.452], [0.463, -1.510, 0.811], [-0.169, 1.093, -0.020], [0.409, -0.157, 0.348], [-0.014, 0.413, 0.380], [0.165, -0.784, -0.100]],
  "lowdin_spin": [-0.001, 0.000, 0.000, 0.002, 0.000, 0.000, 0.000, 0.000, 0.000, 0.000, 0.000, 0.000, 0.000, 0.000, 0.000, 0.000, 0.000, 0.000, 0.000, 0.000, 0.673, 0.067, 0.052, 0.170, -0.002, 0.027, 0.007, 0.006, 0.000, 0.000, 0.000, 0.000, 0.000, 0.000, 0.000, 0.000, 0.000, 0.000, 0.000, 0.000],
  "multiplicity": 2,
  "homo_lumo_gap_ev": [5.03, 4.56],
  "max_force_ev_per_a": 4.88,
  "s_squared": 0.760,
  "charge": -2
}

=====

{
  "formula": "C8H20Cl4O4",
  "method": "ωB97M-V/def2-TZVPD",
  "species": ["Cl", "C", "C", "Cl", "H", "H", "H", "H", "Cl", "C", "C", "Cl", "H", "H", "H", "H", "O", "C", "C", "O", "H", "H", "H", "H", "H", "H", "O", "C", "C", "O", "H", "H", "H", "H", "H", "H"],
  "positions_angstrom": [[-0.361, 5.966, -1.412], [-1.542, 5.397, -0.175], [-2.889, 5.982, -0.518], [-3.773, 5.872, 0.955], [-1.172, 5.737, 0.793], [-1.545, 4.309, -0.105], [-3.545, 5.660, -1.327], [-2.679, 7.042, -0.661], [0.532, 0.274, 2.350], [2.031, 0.672, 1.414], [1.770, 1.499, 0.225], [0.996, 3.086, 0.416], [2.437, -0.327, 1.255], [2.722, 1.143, 2.112], [1.261, 1.003, -0.601], [2.769, 1.697, -0.165], [-2.032, -2.441, 0.226], [-1.304, -1.247, 0.058], [-0.987, -1.340, -1.483], [-2.126, -0.935, -2.248], [-2.448, -2.531, -0.635], [-1.759, -0.361, 0.502], [-0.346, -1.479, 0.523], [-0.532, -2.244, -1.889], [-0.409, -0.460, -1.764], [-2.065, -1.094, -3.193], [3.249, -4.101, 1.404], [1.913, -3.613, 1.262], [1.055, -4.384, 0.320], [1.626, -4.388, -1.006], [3.756, -3.833, 0.635], [1.544, -3.672, 2.286], [1.885, -2.531, 1.136], [0.091, -3.893, 0.190], [0.722, -5.384, 0.599], [1.159, -5.081, -1.479]],
  "forces_ev_per_a": [[0.029, -0.369, 0.094], [0.456, -0.722, -0.777], [0.763, 1.470, 0.106], [-1.541, -0.180, 1.532], [-0.275, 0.352, -0.209], [0.072, 0.018, -0.410], [0.768, -0.598, -0.092], [-0.314, 0.057, -0.256], [0.181, 0.355, 0.156], [-0.593, -0.698, 1.989], [0.879, 0.086, -1.757], [0.048, -0.217, 0.436], [0.140, 0.276, -0.832], [-0.233, 0.251, -0.024], [-0.283, -0.200, 0.404], [0.060, 0.251, -0.168], [-1.245, -0.395, 0.679], [1.567, -2.484, -2.295], [0.407, 4.133, -0.435], [-2.088, -0.798, 0.436], [-0.755, -0.492, 0.238], [-0.072, 0.108, -0.580], [0.090, 0.636, 0.258], [-0.039, -0.280, 0.800], [1.623, -0.356, 0.566], [0.423, -0.242, 0.127], [-0.215, 0.224, -0.283], [0.685, -0.240, 1.619], [-1.292, 0.381, -1.434], [0.279, -0.183, 0.411], [-0.009, -0.117, -0.191], [-0.522, -0.420, -0.042], [0.132, 0.123, -0.865], [-0.177, 0.541, 0.531], [0.898, -0.281, 0.487], [0.155, 0.008, -0.222]],
  "nbo_charge": [-0.081, -0.374, -0.420, -0.038, 0.229, 0.228, 0.236, 0.218, -0.086, -0.376, -0.407, -0.040, 0.235, 0.226, 0.224, 0.226, -0.719, -0.084, -0.113, -0.758, 0.467, 0.196, 0.175, 0.190, 0.167, 0.477, -0.714, -0.097, -0.111, -0.737, 0.469, 0.198, 0.158, 0.187, 0.175, 0.469],
  "homo_lumo_gap_ev": 10.53,
  "max_force_ev_per_a": 4.18,
  "relative_energy_kcal_mol": 45.89,
  "charge": 0,
  "smiles": "ClCCCl.ClCCCl.OCCO.OCCO"
}

=====

Copy entry 1 word for word.
{
  "formula": "C8H20BClO6P",
  "method": "ωB97M-V/def2-TZVPD",
  "species": ["Cl", "B", "O", "C", "C", "O", "H", "H", "H", "H", "H", "O", "P", "O", "C", "C", "O", "C", "C", "O", "C", "C", "H", "H", "H", "H", "H", "H", "H", "H", "H", "H", "H", "H", "H", "H", "H"],
  "positions_angstrom": [[0.248, 4.179, 3.543], [-0.641, 2.537, 3.218], [0.552, 1.631, 3.071], [0.511, 0.422, 3.914], [-0.927, 0.691, 4.654], [-1.495, 2.015, 4.344], [-1.389, 2.580, 2.288], [1.283, 0.324, 4.789], [0.639, -0.504, 3.206], [-1.588, -0.193, 4.255], [-0.916, 0.650, 5.832], [-0.009, -2.028, 0.015], [0.788, -1.263, -1.070], [0.017, 0.171, -0.776], [0.396, 0.904, 0.374], [1.748, 1.564, 0.182], [-0.184, -1.829, -2.300], [-0.612, -3.185, -2.273], [-2.062, -3.257, -1.819], [1.678, -0.409, -2.283], [1.142, 0.044, -3.522], [0.087, 1.130, -3.409], [0.400, 0.254, 1.254], [-0.365, 1.673, 0.533], [2.537, 0.812, 0.086], [1.987, 2.210, 1.031], [1.764, 2.165, -0.732], [0.038, -3.792, -1.634], [-0.525, -3.586, -3.287], [-2.236, -2.683, -0.908], [-2.364, -4.293, -1.642], [-2.717, -2.828, -2.584], [0.788, -0.798, -4.124], [1.991, 0.464, -4.074], [-0.851, 0.734, -3.009], [-0.132, 1.555, -4.393], [0.418, 1.938, -2.750]],
  "forces_ev_per_a": [[-0.324, 0.808, 0.154], [0.238, -1.501, 1.045], [0.224, -1.813, 1.197], [-1.118, 1.917, 0.311], [-1.001, -1.093, 0.563], [2.415, -2.054, -0.369], [0.133, 0.454, -0.809], [-0.735, 0.609, -1.874], [-0.692, 1.404, 1.501], [0.533, 1.702, 0.845], [0.340, -0.302, -2.241], [4.613, -0.863, 0.542], [-8.392, 3.667, -3.434], [0.693, -0.661, 0.024], [0.082, 0.715, 0.754], [0.130, 0.189, 0.046], [1.156, -0.713, -0.230], [-0.492, -0.079, 0.177], [-0.184, -0.017, -0.093], [2.376, -1.752, 2.251], [-0.132, -0.030, -0.883], [-0.417, -0.109, 0.407], [-0.100, 0.209, -0.243], [0.056, -0.273, -0.002], [0.114, -0.049, 0.003], [-0.143, -0.184, -0.029], [-0.026, -0.076, 0.060], [-0.189, 0.120, 0.010], [0.052, 0.135, -0.039], [0.239, -0.107, 0.031], [-0.009, 0.035, -0.046], [0.071, -0.091, 0.004], [-0.081, 0.088, 0.225], [0.200, -0.101, 0.340], [0.181, 0.088, -0.011], [0.209, -0.127, -0.065], [-0.019, -0.144, -0.122]],
  "nbo_charge": [-0.394, 0.635, -0.772, -0.087, -0.094, -0.736, -0.151, 0.150, 0.157, 0.141, 0.159, -0.844, 2.306, -0.794, -0.085, -0.635, -0.824, -0.057, -0.630, -0.800, -0.037, -0.638, 0.200, 0.218, 0.176, 0.256, 0.193, 0.180, 0.165, 0.233, 0.200, 0.200, 0.180, 0.174, 0.229, 0.202, 0.220],
  "homo_lumo_gap_ev": 5.01,
  "max_force_ev_per_a": 9.78,
  "charge": -1
}